{
  "formula": "C36H99N9O9",
  "method": "ωB97M-V with the def2-TZVPD basis set",
  "elements": ["H", "H", "C", "H", "H", "C", "H", "H", "H", "C", "C", "H", "H", "H", "C", "N", "N", "C", "N", "H", "H", "C", "H", "C", "H", "O", "H", "H", "O", "H", "H", "H", "H", "H", "H", "H", "H", "C", "H", "H", "H", "C", "C", "O", "C", "H", "C", "O", "N", "H", "H", "C", "C", "H", "C", "C", "H", "H", "C", "H", "H", "H", "H", "H", "N", "H", "C", "C", "H", "H", "H", "H", "H", "H", "H", "H", "N", "H", "C", "H", "C", "H", "O", "N", "C", "H", "H", "H", "H", "C", "H", "C", "H", "H", "C", "H", "H", "H", "H", "C", "H", "H", "C", "C", "C", "H", "H", "H", "H", "C", "H", "H", "C", "H", "O", "H", "H", "H", "H", "H", "H", "O", "H", "H", "H", "H", "H", "H", "H", "H", "H", "H", "C", "H", "H", "H", "H", "H", "O", "N", "H", "H", "H", "H", "H", "H", "H", "O", "C", "C", "C", "H", "N"],
  "xyz": [[20.247, -25.806, -21.730], [19.402, -22.955, -29.174], [18.475, -23.355, -21.676], [12.535, -21.961, -20.721], [22.164, -15.147, -24.399], [19.474, -22.267, -30.020], [21.208, -19.160, -27.231], [19.299, -12.020, -24.563], [17.773, -20.797, -24.705], [22.386, -25.350, -21.910], [24.551, -17.693, -24.076], [20.990, -19.522, -22.511], [21.285, -19.607, -24.223], [13.047, -17.264, -25.686], [19.250, -22.524, -20.644], [18.768, -21.015, -24.631], [19.516, -13.011, -24.661], [22.712, -22.282, -27.792], [24.285, -15.551, -22.865], [25.023, -18.719, -26.548], [16.687, -25.514, -22.610], [14.632, -20.424, -24.399], [19.002, -24.173, -23.478], [22.439, -22.803, -26.386], [23.836, -20.046, -26.247], [16.440, -23.478, -23.064], [14.877, -20.348, -19.213], [23.982, -27.441, -25.064], [22.746, -27.180, -23.406], [15.144, -24.983, -23.270], [18.947, -24.859, -25.679], [14.080, -17.397, -19.297], [19.288, -22.898, -30.890], [23.598, -14.878, -22.526], [22.726, -22.020, -25.683], [25.342, -17.255, -24.698], [19.181, -12.951, -26.731], [22.747, -16.013, -24.695], [23.032, -28.833, -24.485], [17.262, -21.740, -22.539], [10.568, -18.563, -22.623], [19.191, -19.943, -23.687], [15.395, -14.397, -26.491], [16.758, -14.194, -26.787], [13.619, -22.129, -20.724], [18.726, -20.073, -22.705], [18.745, -18.575, -24.175], [23.784, -18.624, -24.829], [10.820, -17.759, -23.211], [22.877, -17.046, -22.847], [17.571, -21.244, -30.353], [23.014, -27.755, -24.647], [21.197, -26.038, -21.247], [16.436, -19.716, -21.873], [12.807, -19.129, -23.750], [16.423, -18.985, -21.064], [18.838, -15.474, -26.862], [15.509, -24.656, -21.583], [16.753, -17.487, -24.857], [19.751, -18.188, -27.547], [20.527, -21.981, -30.067], [20.778, -23.340, -25.160], [13.344, -19.690, -19.671], [20.716, -18.891, -28.841], [23.246, -24.018, -26.138], [17.848, -19.505, -28.648], [20.303, -19.089, -27.839], [17.150, -22.727, -22.090], [15.260, -15.098, -25.665], [19.390, -18.118, -24.942], [25.235, -20.019, -25.329], [19.119, -25.772, -27.100], [17.198, -14.098, -24.811], [14.852, -13.457, -26.344], [19.232, -22.581, -23.400], [24.579, -15.902, -21.951], [19.375, -23.447, -22.869], [22.249, -27.503, -25.395], [19.305, -24.767, -26.717], [20.045, -23.119, -20.205], [22.550, -25.763, -23.370], [16.862, -16.779, -24.024], [17.407, -18.693, -24.594], [15.005, -17.737, -19.554], [12.227, -17.025, -25.004], [19.124, -20.741, -25.547], [24.218, -23.928, -26.382], [13.904, -22.511, -19.738], [15.223, -19.822, -23.711], [18.572, -21.037, -29.960], [25.039, -18.271, -23.281], [24.520, -19.325, -25.795], [22.608, -23.013, -28.595], [18.656, -24.038, -27.210], [18.404, -20.448, -28.566], [20.488, -15.013, -26.360], [17.080, -12.495, -25.565], [17.018, -19.381, -20.234], [12.416, -19.866, -23.036], [23.577, -16.633, -23.587], [16.981, -18.106, -21.395], [23.733, -21.895, -27.842], [18.914, -13.586, -25.873], [14.983, -18.737, -20.628], [11.675, -18.271, -24.295], [18.600, -22.149, -19.846], [15.195, -20.635, -25.308], [21.314, -27.126, -21.234], [18.320, -24.354, -21.266], [20.974, -23.199, -26.232], [14.272, -21.371, -23.994], [21.074, -25.851, -20.176], [19.432, -14.988, -26.088], [23.485, -15.688, -25.445], [20.664, -24.479, -26.779], [20.066, -19.904, -30.726], [23.493, -25.381, -23.782], [21.267, -23.635, -22.108], [20.947, -21.095, -23.304], [21.988, -21.487, -28.009], [14.936, -14.803, -27.395], [19.609, -20.300, -27.834], [15.676, -17.681, -24.911], [13.473, -18.473, -23.177], [21.795, -25.398, -24.073], [22.740, -24.734, -26.645], [22.198, -16.762, -25.267], [22.861, -23.448, -22.450], [15.411, -16.890, -19.951], [19.693, -21.647, -21.117], [20.283, -22.462, -26.647], [19.329, -15.603, -25.190], [14.312, -19.996, -20.087], [14.471, -18.418, -21.544], [16.508, -22.536, -21.219], [11.114, -18.777, -25.090], [17.815, -21.123, -27.940], [12.573, -16.279, -24.286], [14.364, -20.995, -21.079], [22.212, -23.905, -21.815], [20.524, -12.963, -24.797], [18.647, -19.195, -30.768], [23.293, -25.663, -21.390], [13.757, -22.924, -21.457], [16.974, -16.967, -25.797], [18.892, -17.852, -23.355], [11.455, -16.540, -25.606], [13.481, -19.691, -24.846], [20.684, -20.044, -23.420], [17.410, -13.525, -25.727], [15.948, -24.707, -22.584], [9.888, -17.533, -23.556], [19.096, -20.087, -30.992]],
  "forces_ev_per_angstrom": [[0.046, 0.100, -0.169], [-0.228, 0.295, 0.198], [1.026, 0.748, -0.766], [0.012, 0.382, 0.155], [-0.226, -0.177, 0.199], [0.085, -0.635, 0.200], [-0.325, -0.291, 0.408], [-0.450, -0.169, -0.063], [-0.071, -0.621, -0.311], [-0.834, 0.151, -0.238], [-0.304, -0.425, -0.249], [-0.152, 0.010, 0.041], [-0.025, -0.165, -0.126], [-0.067, -0.130, 0.073], [-0.781, 0.118, 0.152], [-0.453, 1.146, 0.658], [0.433, 0.357, 0.167], [-0.212, 0.738, -0.157], [0.187, 0.108, 0.669], [-0.086, 0.268, 0.022], [0.150, 0.084, 0.105], [-0.882, -0.033, -1.025], [0.111, 0.070, -0.037], [0.637, -1.278, -1.422], [-0.212, 0.437, -0.405], [0.113, 0.027, 0.385], [0.120, 0.070, 0.070], [0.021, 0.047, 0.118], [-0.758, -0.104, 0.558], [0.032, -0.119, 0.044], [0.153, 0.398, 0.094], [-0.130, -0.515, -0.041], [-0.136, 0.319, -0.195], [-0.084, 0.097, -0.652], [-0.388, -0.026, 0.262], [-0.127, 0.211, -0.001], [-0.018, -0.299, -0.231], [1.477, -0.398, -1.314], [0.003, 0.005, -0.150], [0.444, -0.033, -0.072], [0.366, 0.238, 0.116], [0.639, -0.159, -0.227], [-0.296, 0.017, -0.990], [0.068, 0.613, 0.029], [-0.426, -0.560, -0.028], [-0.442, -0.396, -0.237], [0.672, 0.698, 0.387], [-0.008, 0.318, -0.450], [-0.630, -1.365, 0.643], [0.023, -0.691, -0.348], [-0.081, -0.398, 0.446], [0.010, 0.217, -0.276], [-0.079, -0.915, 0.475], [0.072, 0.024, 0.018], [-0.617, 0.618, -0.188], [0.353, -0.602, 0.290], [0.185, 0.029, -0.145], [0.176, 0.222, 0.115], [-1.185, 0.681, 0.361], [-0.380, -0.300, 0.187], [-0.044, 0.165, 0.043], [-0.098, 0.569, 0.075], [-0.511, -0.504, -0.595], [-0.202, 0.142, -0.014], [-1.098, 0.474, 0.781], [0.116, 0.117, 0.146], [0.884, 0.637, -1.257], [-0.500, 0.080, 0.424], [-0.083, 0.147, 0.167], [-0.070, -0.586, -0.469], [0.409, 0.436, 0.126], [0.246, 0.156, -0.495], [-0.151, 0.260, 0.202], [0.189, 0.059, 0.496], [0.097, -0.231, -0.122], [0.452, -0.310, -0.393], [-0.791, -0.386, 0.425], [-0.065, -0.065, 0.054], [-0.705, -0.669, 0.872], [0.112, 0.030, -0.009], [1.474, -0.947, -0.347], [0.276, 0.033, -0.068], [0.114, 0.132, -0.118], [-0.219, 0.787, -0.335], [0.290, 0.120, -0.305], [0.200, -0.176, -0.100], [-0.026, -0.029, -0.381], [0.075, 0.016, 0.046], [0.064, -0.231, 0.158], [0.340, 0.031, -1.107], [0.010, 0.434, 0.265], [-0.166, -1.488, 0.498], [-0.094, -0.310, 0.285], [0.165, 0.085, -0.198], [-0.002, 0.016, 0.122], [-0.021, 0.135, -0.110], [-0.207, 0.075, -0.279], [-0.150, -0.142, 0.034], [0.072, -0.328, -0.144], [-0.802, 0.652, 1.466], [-0.437, 0.249, -0.121], [-0.057, 0.127, -0.109], [0.402, 0.922, -0.405], [0.583, 0.149, -0.056], [-0.006, 1.476, -0.738], [0.009, -0.149, 0.031], [0.211, -0.006, 0.121], [0.063, 0.047, -0.545], [-0.103, -0.055, -0.072], [-0.441, -0.384, 1.506], [0.408, 0.015, 0.449], [0.255, 0.704, -0.112], [-0.208, -0.475, -0.026], [-0.133, 0.445, 0.071], [0.789, 0.193, -1.017], [-0.006, -0.110, -0.330], [-0.072, 0.659, 0.220], [0.311, -0.285, -0.113], [0.100, -0.002, 0.001], [0.273, 0.185, -0.124], [0.123, -0.309, 0.101], [0.090, -0.294, 0.672], [0.088, -0.306, 0.018], [0.051, -0.019, -0.054], [-0.496, -0.224, 0.288], [0.728, -0.407, -0.055], [-0.493, 0.045, 0.489], [-0.013, 0.060, 0.092], [0.324, -0.165, 0.195], [0.083, -0.011, -0.104], [0.176, 0.210, 0.014], [-0.081, 0.208, 0.143], [1.222, 0.516, 0.344], [-0.351, 0.080, 0.316], [-0.060, -0.283, 0.119], [0.045, -0.625, 0.366], [-0.191, -0.076, -0.188], [0.059, -0.134, 0.151], [-0.837, 0.139, -0.060], [0.238, 0.326, 0.155], [-0.034, -0.402, 0.057], [-0.038, -0.041, -0.498], [0.086, 0.100, 0.053], [0.415, 0.156, -0.096], [0.653, -0.288, 0.004], [-0.568, -0.058, 0.198], [-0.088, -0.060, 0.062], [0.383, -0.046, 0.512], [0.305, 0.340, -0.188], [0.144, -1.231, 0.888], [-0.460, -0.253, -0.558], [0.315, 0.443, -0.376], [0.137, 0.456, 1.338]],
  "e_above_lowest_kcal_mol": 33.5,
  "homo_energy_ev": -8.198,
  "multiplicity": 1,
  "charge": 0,
  "smiles": "COC[C@H](C)N.COC[C@H](C)N.COC[C@H](C)N.COC[C@H](C)N.COC[C@H](C)N.COC[C@H](C)N.COC[C@H](C)N.COC[C@H](C)N.COC[C@H](C)N",
  "energy_ev": -70770.8571,
  "orbital_gap_ev": 8.7
}